# 1
{
  "formula": "C22H34F3O6P2",
  "method": "wB97M-V/def2-TZVPD",
  "total_energy_ha": -2292.304156,
  "charge": 1,
  "spin_multiplicity": 1,
  "homo_energy_ev": -11.390,
  "de_lowest_ev": 0.0000,
  "max_force_ha_per_bohr": 0.0311,
  "species": ["C", "C", "C", "C", "C", "P", "C", "O", "C", "F", "F", "F", "O", "C", "C", "C", "O", "P", "O", "O", "O", "H", "H", "H", "H", "H", "H", "H", "H", "H", "H", "H", "H", "H", "H", "H", "H", "H", "H", "H", "H", "H", "H", "C", "C", "C", "C", "C", "C", "H", "H", "H", "H", "H", "H", "C", "C", "C", "C", "C", "C", "H", "H", "H", "H", "H", "H"],
  "positions_angstrom": [[-1.78, 0.12, 2.52], [-0.38, -0.17, 3.06], [0.61, -0.71, 2.02], [0.52, 0.02, 0.69], [0.87, 1.52, 0.88], [1.59, -0.69, -0.60], [3.26, 0.03, -0.59], [3.59, 0.19, 0.77], [4.44, 1.22, 1.06], [3.96, 2.39, 0.57], [4.51, 1.29, 2.41], [5.66, 1.03, 0.52], [0.95, -0.67, -2.04], [0.35, 0.57, -2.53], [-0.95, 0.24, -3.26], [-2.18, 0.87, -2.62], [-0.82, 0.56, -4.63], [1.95, -2.83, -0.17], [2.65, -2.95, 1.09], [0.58, -3.59, -0.36], [2.81, -3.28, -1.41], [-1.76, 0.98, 1.85], [-2.46, 0.35, 3.32], [-2.16, -0.73, 1.98], [-0.49, -0.96, 3.80], [0.03, 0.68, 3.60], [0.43, -1.77, 1.93], [1.61, -0.58, 2.41], [-0.48, -0.01, 0.27], [1.62, 1.61, 1.66], [0.01, 2.07, 1.22], [1.28, 1.98, 0.00], [3.92, -0.71, -1.05], [3.32, 0.93, -1.18], [1.01, 1.04, -3.24], [0.16, 1.26, -1.72], [-1.08, -0.84, -3.22], [-2.90, 1.10, -3.40], [-2.69, 0.16, -1.98], [-1.96, 1.78, -2.07], [-1.32, 1.36, -4.79], [-0.19, -3.12, -0.02], [2.29, -3.78, -2.05], [-5.50, -1.56, -5.22], [-5.14, -1.02, -6.45], [-3.83, -1.13, -6.90], [-2.88, -1.77, -6.13], [-3.24, -2.31, -4.90], [-4.55, -2.20, -4.45], [-6.52, -1.48, -4.88], [-5.88, -0.52, -7.06], [-3.55, -0.70, -7.86], [-1.86, -1.86, -6.48], [-2.50, -2.82, -4.30], [-4.83, -2.63, -3.49], [0.80, 2.21, 7.15], [0.88, 0.88, 6.75], [1.73, 0.51, 5.73], [2.51, 1.47, 5.09], [2.44, 2.80, 5.49], [1.58, 3.17, 6.51], [0.14, 2.50, 7.95], [0.28, 0.13, 7.25], [1.79, -0.53, 5.42], [3.18, 1.18, 4.30], [3.05, 3.54, 5.00], [1.52, 4.20, 6.82]]
}


# 2
{
  "formula": "C22H16Cl3N3O4PdS2",
  "method": "wB97M-V/def2-TZVPD",
  "total_energy_ha": -3617.415025,
  "charge": 2,
  "spin_multiplicity": 5,
  "homo_energy_ev": [-13.587, -13.565],
  "de_lowest_ev": 0.0000,
  "max_force_ha_per_bohr": 0.0053,
  "species": ["Pd", "O", "C", "C", "C", "C", "C", "C", "C", "O", "N", "N", "C", "S", "C", "C", "S", "H", "H", "H", "H", "H", "H", "H", "H", "H", "Cl", "C", "C", "C", "Cl", "C", "O", "C", "C", "O", "C", "H", "H", "H", "Cl", "C", "C", "C", "C", "N", "C", "H", "H", "H", "H"],
  "positions_angstrom": [[0.04, -0.09, 0.18], [-0.87, 4.11, -1.49], [-2.05, 3.82, -2.02], [-2.79, 4.87, -2.57], [-4.01, 4.61, -3.15], [-4.55, 3.31, -3.20], [-3.85, 2.27, -2.67], [-2.58, 2.49, -2.05], [-1.86, 1.42, -1.46], [-0.72, 1.59, -0.90], [-2.43, 0.17, -1.56], [-1.71, -0.79, -1.00], [-2.24, -2.00, -1.20], [-1.45, -3.40, -0.60], [-2.44, -4.55, -1.59], [-3.84, -3.98, -1.69], [-3.70, -2.21, -2.08], [-0.47, 3.28, -1.16], [-2.37, 5.86, -2.54], [-4.57, 5.43, -3.58], [-5.50, 3.14, -3.67], [-4.24, 1.27, -2.70], [-2.42, -5.52, -1.09], [-1.97, -4.64, -2.57], [-4.39, -4.08, -0.75], [-4.41, -4.45, -2.49], [0.07, -4.66, 6.07], [0.29, -3.87, 4.60], [1.15, -4.41, 3.64], [1.32, -3.75, 2.45], [2.35, -4.38, 1.25], [0.64, -2.49, 2.15], [0.86, -1.92, 1.07], [-0.26, -1.98, 3.18], [-1.04, -0.75, 3.02], [-1.07, -0.01, 2.06], [-0.41, -2.66, 4.36], [1.67, -5.33, 3.84], [-1.67, -0.49, 3.88], [-1.07, -2.27, 5.12], [2.47, 4.70, 2.03], [2.71, 3.04, 1.67], [3.93, 2.43, 1.88], [4.06, 1.08, 1.57], [2.97, 0.40, 1.07], [1.79, 1.00, 0.87], [1.66, 2.30, 1.17], [4.77, 3.00, 2.27], [5.00, 0.57, 1.71], [3.03, -0.65, 0.80], [0.69, 2.76, 1.00]]
}


# 3
{
  "formula": "C3H4N2O",
  "method": "wB97M-V/def2-TZVPD",
  "total_energy_ha": -301.456061,
  "smiles": "N#CCNC=O",
  "spin_multiplicity": 1,
  "homo_energy_ev": -10.584,
  "de_lowest_ev": 0.8482,
  "max_force_ha_per_bohr": 0.0225,
  "species": ["O", "C", "N", "C", "C", "N", "H", "H", "H", "H"],
  "positions_angstrom": [[-1.53, 1.45, -0.62], [-1.57, 0.27, -0.38], [-0.59, -0.49, 0.19], [0.73, -0.02, 0.55], [1.60, 0.28, -0.60], [2.32, 0.52, -1.48], [-2.43, -0.39, -0.59], [-0.86, -1.46, 0.19], [0.65, 0.90, 1.15], [1.25, -0.76, 1.17]]
}